Entry 1:
80
Properties=species:S:1:pos:R:3:forces:R:3:mulliken_charge:R:1 method="wB97M-V/def2-TZVPD" multiplicity=1 e_lumo_ev="-4.501 / -4.561" total_charge=+1 energy_ev=-303926.360 homo_energy_ev="-10.38 / -10.28"
Ir 1.159553 1.079057 -0.232803 2.184 -1.348 2.311 2.000
C -4.415763 0.248610 -1.620509 0.252 -0.063 0.007 -1.249
Ge -2.576455 -0.440420 -1.345494 -0.157 0.235 0.079 0.764
C -2.624300 -1.140252 0.503740 0.051 0.130 -0.350 -0.988
C -2.167126 -1.816764 -2.699938 0.031 0.324 0.237 -1.217
Ge -1.334619 1.764118 -1.507317 -0.489 0.735 -0.257 -0.297
C -1.936844 2.709260 -3.156430 0.200 -0.332 0.300 0.529
C -1.639411 4.053706 -3.373651 -0.023 0.057 0.046 -0.216
C -1.981979 4.667155 -4.568577 0.037 -0.022 -0.013 -0.801
C -2.599765 3.933790 -5.571642 -0.026 0.013 -0.010 -0.459
C -2.895746 2.595045 -5.366884 0.027 -0.017 -0.082 -0.748
C -2.554156 1.983491 -4.169202 -0.025 -0.026 0.077 -0.404
C -1.839014 2.858238 0.082216 -0.039 -0.348 -0.351 0.921
C -2.417384 4.120313 -0.033240 0.017 -0.029 -0.073 -0.737
C -2.816636 4.822586 1.095451 0.021 0.030 0.012 -0.688
C -2.661628 4.260849 2.354206 -0.004 0.025 0.016 -0.662
C -2.105014 2.996051 2.482592 0.006 0.015 0.056 -0.866
C -1.695507 2.303209 1.353426 -0.063 -0.034 -0.037 0.176
H -5.100800 -0.590452 -1.486599 -0.016 -0.020 0.019 0.482
H -4.585065 0.676318 -2.606440 0.057 -0.019 -0.015 0.404
H -4.653546 1.005323 -0.872621 0.027 0.002 0.029 0.338
H -3.116350 -2.113792 0.473572 -0.013 -0.018 -0.021 0.438
H -3.223625 -0.471801 1.120527 0.007 0.036 -0.011 0.478
H -1.651058 -1.269762 0.962277 0.050 0.037 0.076 0.089
H -2.359953 -2.792404 -2.253802 -0.015 -0.027 -0.005 0.401
H -1.131950 -1.774872 -3.027540 0.032 0.031 0.020 0.288
H -2.823881 -1.686405 -3.558513 -0.012 0.001 -0.014 0.517
H -1.114218 4.622281 -2.616086 -0.017 0.032 -0.028 0.400
H -1.748108 5.712333 -4.723246 0.017 0.000 -0.015 0.398
H -2.830861 4.400990 -6.519467 -0.073 0.020 0.016 0.386
H -3.378867 2.022801 -6.147837 0.012 -0.021 -0.010 0.407
H -2.757250 0.928061 -4.028449 -0.042 0.010 -0.066 0.271
H -2.580431 4.549121 -1.012906 -0.023 0.055 0.030 0.417
H -3.257096 5.805553 0.989502 -0.035 -0.006 0.003 0.431
H -2.989267 4.801525 3.232352 0.009 0.006 0.016 0.408
H -2.000823 2.549216 3.463318 0.012 -0.015 0.004 0.453
H -1.272560 1.308088 1.463366 0.004 -0.001 0.033 0.260
C 4.301819 -0.368561 2.621749 0.024 0.130 0.207 -1.062
N 4.078858 -1.259683 1.505027 -0.082 0.095 -0.391 0.374
C 3.838150 -0.885128 0.240149 0.188 -0.428 0.134 -0.505
Se 3.845110 0.843812 -0.438609 -1.838 0.466 -0.039 -0.128
N 3.643687 -1.989831 -0.499950 0.002 0.084 0.200 0.276
C 3.737178 -3.114177 0.303120 0.077 -0.054 0.316 0.348
C 3.630539 -4.471064 0.036648 -0.020 -0.002 -0.086 -0.855
C 3.781656 -5.331185 1.107064 -0.048 -0.027 -0.118 -0.603
C 4.026401 -4.857831 2.400682 -0.002 0.083 0.088 -0.784
C 4.147183 -3.506894 2.665636 0.028 0.021 0.074 -0.648
C 4.006591 -2.642301 1.588792 -0.077 -0.250 -0.181 0.804
H 4.315189 0.653375 2.253129 -0.014 -0.021 -0.009 0.325
H 5.259283 -0.591656 3.090676 -0.030 -0.044 0.005 0.394
H 3.495918 -0.480443 3.347220 0.014 -0.055 -0.017 0.350
H 3.413932 -1.959366 -1.480664 0.027 0.063 -0.023 0.331
H 3.446520 -4.832725 -0.965205 -0.034 -0.047 0.001 0.467
H 3.713662 -6.397787 0.942390 -0.030 0.001 -0.009 0.465
H 4.124522 -5.568144 3.209856 0.022 0.007 0.006 0.434
H 4.345098 -3.140452 3.663483 0.006 -0.012 0.011 0.499
Cl -0.349298 -7.299397 1.218600 -0.036 -0.090 0.013 -0.204
C -0.096799 -5.619248 0.921056 0.019 0.167 -0.014 0.379
C -0.051278 -5.155833 -0.386656 0.021 -0.118 0.013 -1.126
C 0.187779 -3.813916 -0.620106 -0.036 0.100 -0.022 -0.260
C 0.386808 -2.942832 0.445711 -0.011 0.008 0.101 1.074
C 0.318739 -3.416688 1.752525 0.020 0.008 -0.076 -0.026
C 0.065460 -4.753817 1.994468 0.083 -0.087 0.043 -1.041
C 0.664171 -1.504588 0.208114 0.104 -0.176 0.010 0.742
O 1.103515 -0.779456 1.144016 -0.173 0.826 -0.022 -1.364
O 0.472265 -1.012904 -0.940085 0.625 0.967 -0.504 -1.542
H -0.195793 -5.849823 -1.202970 -0.003 0.015 -0.020 0.474
H 0.218161 -3.433814 -1.632629 0.014 0.016 -0.007 0.510
H 0.453374 -2.725639 2.573528 0.018 0.000 0.012 0.466
H 0.006678 -5.134404 3.004557 -0.003 -0.010 0.003 0.466
Se 1.041170 2.455412 -2.126957 -0.603 -0.158 0.359 -0.403
N 1.343719 3.868792 1.160600 0.016 0.292 0.086 0.011
C 1.311046 4.568742 2.303281 -0.037 -0.128 0.126 -0.248
C 1.365984 3.656950 3.336094 0.062 0.051 -0.098 -0.990
C 1.435174 2.408423 2.712112 0.031 -0.166 0.156 -0.405
N 1.418885 2.556733 1.396721 -0.153 -0.778 -2.087 0.058
H 1.335235 4.209478 0.210573 -0.108 -0.136 -0.119 0.086
H 1.246903 5.642356 2.313754 0.008 0.025 -0.076 0.485
H 1.355281 3.867005 4.389727 0.010 -0.017 0.020 0.434
H 1.489034 1.428343 3.155425 -0.065 -0.069 -0.095 0.619


Entry 2:
11
Properties=species:S:1:pos:R:3:forces:R:3:mulliken_charge:R:1 method="wB97M-V/def2-TZVPD" multiplicity=1 e_lumo_ev=1.248 smiles=C[C@@H]1CP1 energy_ev=-12512.031 homo_energy_ev=-9.41
C 1.215877 -0.702546 -0.021634 -2.221 1.863 -1.065 -1.075
C -0.106228 0.091253 -0.630102 2.226 -1.624 1.124 -0.052
C -0.830066 1.113144 0.177306 0.149 0.047 -0.145 -0.721
P -1.774614 -0.463113 -0.064071 -0.279 0.158 -0.346 -0.042
H 1.082718 -0.843760 1.046518 -0.010 -0.075 0.063 0.326
H 2.084088 -0.071939 -0.205706 0.119 -0.099 0.038 0.299
H 1.320254 -1.652206 -0.533477 0.026 -0.109 0.016 0.299
H 0.003706 0.271375 -1.692203 -0.157 0.058 -0.011 0.412
H -0.478238 1.347513 1.171521 0.078 -0.050 0.045 0.279
H -1.219385 1.969027 -0.360318 -0.025 0.003 0.035 0.298
H -1.298114 -1.058751 1.112170 0.093 -0.172 0.246 -0.023


Entry 3:
17
Properties=species:S:1:pos:R:3:forces:R:3:mulliken_charge:R:1 method="wB97M-V/def2-TZVPD" multiplicity=1 e_lumo_ev="-5.613 / -5.614" total_charge=+1 energy_ev=-17420.110 homo_energy_ev="-12.44 / -12.44"
C 0.740692 -2.667816 0.141141 -1.089 -3.303 0.076 -0.208
C -0.348037 -1.971746 0.412669 -0.652 0.902 0.986 -0.480
C 2.002140 -2.282553 -0.284854 2.354 1.620 -1.429 0.194
C -0.476069 -0.539267 0.275509 -2.371 -1.496 -0.384 0.440
C 2.533195 -1.081055 -0.398231 -0.217 0.940 0.679 -0.503
C -0.495515 2.451684 -0.287996 -1.138 -2.685 3.746 -0.687
N 0.497579 0.234424 0.392486 2.327 -0.161 0.188 -0.174
N 0.523832 1.550331 0.374471 -0.580 0.960 -0.910 -0.418
I 4.026316 0.283150 -0.356699 -1.206 -0.972 -0.047 0.439
H 0.743740 -3.778061 0.097823 -0.753 0.791 0.765 0.280
H -1.244494 -2.377529 0.904339 0.467 -0.480 -0.842 0.357
H 2.606667 -3.114796 -0.679060 0.276 0.522 0.138 0.349
H -1.551440 -0.306911 0.163624 0.618 0.888 -0.013 0.306
H -1.412186 1.807627 -0.432394 0.796 1.288 -0.094 0.246
H -0.655345 3.290696 0.406586 -0.303 -0.410 -0.331 0.291
H -0.060306 2.792130 -1.134499 0.914 0.988 -2.919 0.278
H 0.957578 1.861321 1.211082 0.556 0.609 0.392 0.288


Entry 4:
17
Properties=species:S:1:pos:R:3:forces:R:3:mulliken_charge:R:1 method="wB97M-V/def2-TZVPD" multiplicity=1 e_lumo_ev=1.034 smiles="CCO[C@@H](C)C=O" energy_ev=-9441.401 homo_energy_ev=-9.62
C -2.024493 -1.114988 1.173957 -0.017 -0.021 0.007 -1.250
C -0.952905 -0.052542 1.044846 -0.213 0.084 0.152 -0.173
O 0.037119 -0.523969 0.144031 0.041 -0.054 -0.004 -0.357
C 0.905761 0.491393 -0.311450 0.144 0.126 -0.015 0.451
C 2.169052 -0.168201 -0.841010 0.036 0.006 -0.048 -1.395
C 0.193832 1.248540 -1.427121 0.007 0.364 -0.004 -0.067
O 0.117361 2.449350 -1.514131 0.075 -0.526 0.039 -0.475
H -1.583119 -2.071354 1.469778 -0.048 0.136 -0.018 0.303
H -2.760398 -0.820297 1.928744 0.092 -0.045 -0.107 0.386
H -2.539060 -1.254091 0.218417 0.064 0.004 0.135 0.296
H -1.394546 0.888841 0.681419 0.081 -0.130 0.013 0.320
H -0.487847 0.161994 2.020079 -0.047 -0.035 -0.144 0.281
H 1.154386 1.198918 0.493129 -0.083 -0.072 -0.087 0.285
H 2.884347 0.586384 -1.183378 -0.120 -0.102 0.022 0.396
H 2.634186 -0.758721 -0.046214 -0.094 0.082 -0.117 0.339
H 1.927533 -0.837553 -1.673441 0.044 0.081 0.104 0.324
H -0.281208 0.576296 -2.177655 0.038 0.100 0.071 0.336


Entry 5:
16
Properties=species:S:1:pos:R:3:forces:R:3:mulliken_charge:R:1 method="wB97M-V/def2-TZVPD" multiplicity=1 e_lumo_ev=0.872 smiles=CC(CO)CO energy_ev=-8404.605 homo_energy_ev=-10.17
C 0.400863 -1.284050 -0.571826 -0.426 -0.862 -0.616 -1.456
C 0.239349 -0.100654 0.357973 1.622 -0.351 0.766 0.850
C 1.011195 1.143512 -0.113220 -0.212 -1.045 0.000 -0.886
O 0.439508 1.637649 -1.288976 -0.131 0.734 -0.869 -0.517
C -1.202417 0.232021 0.566344 -1.152 0.451 -0.673 -0.793
O -1.955560 -0.866513 1.074192 0.690 0.098 1.219 -0.515
H -0.219019 -2.147150 -0.242216 0.198 0.697 -0.283 0.341
H 1.413257 -1.668974 -0.606830 0.390 0.137 0.068 0.396
H 0.121289 -1.044058 -1.622395 -0.043 -0.112 0.633 0.332
H 0.722712 -0.377337 1.346774 -0.638 0.198 -0.726 0.214
H 2.090325 0.938398 -0.233738 -0.324 0.018 0.136 0.353
H 0.862316 1.912620 0.624719 0.189 0.454 0.324 0.400
H 0.611385 1.055494 -2.034855 0.088 -0.067 0.144 0.317
H -1.289113 1.130219 1.183278 -0.080 -0.056 0.370 0.328
H -1.700336 0.520090 -0.384832 0.454 -0.359 0.423 0.290
H -1.545755 -1.081267 1.945607 -0.625 0.066 -0.916 0.344


Entry 6:
19
Properties=species:S:1:pos:R:3:forces:R:3:mulliken_charge:R:1 method="wB97M-V/def2-TZVPD" multiplicity=1 e_lumo_ev=0.753 smiles="C=CCCC(N)=O.O" energy_ev=-10947.866 homo_energy_ev=-9.76
C 0.709465 2.082859 -0.135651 0.539 0.562 -0.828 -0.963
C -0.043703 1.387159 -0.980139 0.009 0.213 0.289 -0.125
C -0.229618 -0.092932 -0.956110 0.817 -0.681 -0.325 -0.330
C -1.446067 -0.529792 -0.134314 -0.216 0.054 0.125 -0.587
C -1.123080 -1.024726 1.259113 -1.337 -0.400 1.546 0.464
N -0.515674 -0.130864 2.111375 -0.016 -0.736 -1.823 -0.357
O -1.577281 -2.065129 1.727143 0.506 0.391 -0.834 -0.645
H 0.621077 3.164127 -0.193985 0.270 -0.056 0.115 0.241
H 1.573329 1.693989 0.391538 -0.426 -0.297 0.504 0.341
H -0.606941 1.995336 -1.681043 -0.548 -0.310 0.090 0.311
H -0.291934 -0.543230 -1.951128 -0.250 0.407 -0.139 0.625
H 0.675213 -0.572057 -0.551791 -0.316 0.436 0.224 -0.083
H -2.137520 0.305659 0.037141 0.174 0.040 -0.157 0.389
H -2.042434 -1.280061 -0.643798 0.180 -0.278 0.068 0.240
H -0.285500 0.756108 1.704237 0.084 0.464 0.628 0.199
H -0.709439 -0.332164 3.067269 0.288 0.359 0.576 0.241
O 2.743326 -1.417301 -1.219759 0.199 0.484 -1.288 -0.644
H 2.806810 -1.696865 -0.327194 0.094 -0.483 1.306 0.309
H 1.879973 -1.700118 -1.522901 -0.052 -0.169 -0.078 0.374


Entry 7:
9
Properties=species:S:1:pos:R:3:forces:R:3:mulliken_charge:R:1 method="wB97M-V/def2-TZVPD" multiplicity=1 e_lumo_ev=0.766 smiles=Oc1cn[nH]n1 energy_ev=-8638.199 homo_energy_ev=-10.09
O -1.607193 -1.140430 -0.262592 -0.061 -0.042 0.241 -0.495
C -0.525876 -0.406450 0.010046 0.182 0.230 0.282 0.667
C 0.450278 -0.007777 -0.951914 0.269 -0.380 -0.205 -0.294
N 1.414644 0.576959 -0.323102 -0.022 -0.660 -1.027 -0.435
N 1.030660 0.645318 1.013167 0.447 0.474 -0.898 -0.100
N -0.202368 0.046917 1.189322 -0.133 0.378 -0.531 -0.456
H -2.068988 -1.298265 0.573853 -0.049 0.020 -0.106 0.372
H 0.453468 -0.083044 -2.024561 -0.067 -0.322 -0.070 0.414
H 1.055374 1.666774 0.775781 -0.567 0.302 2.313 0.327


Entry 8:
49
Properties=species:S:1:pos:R:3:forces:R:3:mulliken_charge:R:1 method="wB97M-V/def2-TZVPD" multiplicity=1 e_lumo_ev="-5.721 / -5.691" total_charge=+2 energy_ev=-114093.991 homo_energy_ev="-13.06 / -13.05"
Os -0.448737 0.203868 0.019911 -0.641 -0.248 0.621 0.754
Br 0.384913 2.772874 2.326299 0.040 -0.030 0.094 -0.096
C -0.509133 3.284073 0.746713 -0.112 -0.007 -0.103 0.336
C -0.911551 4.598234 0.581815 0.027 0.000 0.048 -0.553
C -1.632870 4.925259 -0.554111 -0.030 -0.037 -0.040 -0.365
C -1.946969 3.928203 -1.469812 -0.023 0.065 0.031 -0.616
C -1.496793 2.652830 -1.223225 0.163 -0.136 0.014 0.588
N -0.761397 2.324678 -0.137236 0.160 0.189 -0.409 -0.214
C -1.831732 1.496296 -2.139764 0.079 -0.025 0.210 0.329
O -2.572705 1.619716 -3.068828 0.068 0.014 -0.099 -0.575
O -1.277924 0.335458 -1.773369 0.039 0.037 0.338 -0.629
H -0.674178 5.336521 1.333519 0.007 -0.006 0.003 0.434
H -1.963800 5.943095 -0.709194 0.000 0.000 -0.003 0.459
H -2.536638 4.110861 -2.357195 0.004 0.004 0.001 0.508
Cl -4.648466 -2.387719 -2.697898 0.005 0.001 0.002 -0.147
C -4.104985 -2.352984 -1.077682 0.028 0.005 -0.006 -0.177
C -4.977358 -2.562674 -0.017662 -0.007 -0.003 0.008 -0.124
C -4.479750 -2.518070 1.274149 0.011 0.009 -0.009 -0.698
C -3.139681 -2.271788 1.478172 0.020 0.013 -0.051 0.065
N -2.313787 -2.066944 0.439347 -0.046 -0.027 0.044 0.096
C -2.772120 -2.098594 -0.822231 -0.022 -0.030 0.007 -0.178
H -6.024251 -2.754529 -0.209387 -0.002 -0.002 0.003 0.479
H -5.125048 -2.677252 2.125513 -0.001 -0.001 0.000 0.417
H -2.691269 -2.233499 2.459206 -0.024 -0.003 0.016 0.391
H -2.059330 -1.886449 -1.605673 -0.028 0.001 0.002 0.613
C -0.860818 -1.765673 0.652281 -0.179 -0.212 -0.293 -0.937
H -0.349003 -2.612586 0.181357 -0.034 -0.042 0.071 0.410
H -0.708088 -1.899895 1.731476 0.002 0.089 0.010 0.301
C 3.863825 0.583300 -0.388963 0.032 -0.070 0.007 -0.933
C 2.389210 0.945160 -0.139445 0.191 -0.007 -0.017 -0.238
N 1.602099 -0.270203 0.219630 0.118 0.366 -0.538 -0.249
C 1.926777 -1.329192 -0.779408 0.198 -0.012 -0.041 -0.010
C 3.377872 -1.812036 -0.592456 0.037 0.055 0.064 -0.926
N 4.094810 -0.770476 0.218431 0.000 -0.008 0.002 0.008
C 3.579418 -0.788281 1.629794 0.049 0.061 -0.107 -0.846
C 2.042686 -0.733394 1.561201 -0.090 -0.060 0.069 -0.241
H 4.551420 1.284488 0.079303 -0.019 0.025 -0.009 0.393
H 4.107663 0.499967 -1.446717 -0.004 0.033 0.002 0.327
H 1.950650 1.380749 -1.033470 -0.011 -0.022 0.003 0.381
H 2.283017 1.656885 0.675224 0.004 0.001 0.006 0.300
H 1.762241 -0.905071 -1.768245 -0.002 0.024 0.013 0.447
H 1.243436 -2.159535 -0.656672 0.062 0.017 -0.026 0.139
H 3.904686 -1.924925 -1.537518 -0.031 -0.014 -0.014 0.377
H 3.444735 -2.745237 -0.035608 -0.013 -0.018 -0.031 0.372
H 5.094585 -0.972604 0.218957 -0.001 -0.007 0.027 0.314
H 4.009493 0.074563 2.135224 -0.015 -0.012 0.029 0.324
H 3.941180 -1.696736 2.106079 -0.031 0.006 0.039 0.401
H 1.659340 -0.045982 2.313221 0.000 0.012 0.015 0.403
H 1.604320 -1.714731 1.734958 0.023 0.013 0.000 0.385